Record 1
C4H6O2 | ωB97M-V/def2-TZVPD

Output
Structure (SMILES)   COCC1=CO1
Net charge   0
Highest occupied orbital energy (alpha / beta)   -8.78 / -8.78 eV
2S+1   1
HOMO-LUMO gap (alpha / beta)   8.96 / 8.96 eV
LUMO (alpha / beta)   0.18 / 0.18 eV
F_max   3.802 eV/Å

Atoms and positions in Å:
C1 0.6838 0.4352 0.5337
H1 2.6090 1.1040 0.1518
H2 0.4494 -0.8213 -1.0544
C2 -0.7469 0.8787 0.4122
O1 1.3328 -0.2127 1.4057
H3 -0.8430 -1.8009 0.0889
H4 -1.1346 -1.6502 -1.5876
H5 -0.7881 1.9038 0.0379
C3 1.9124 0.3030 -0.0893
C4 -0.7457 -1.0826 -0.7514
H6 -1.2690 0.8231 1.3683
O2 -1.4600 0.1199 -0.5159

Cartesian forces, eV/Å:
1.427 0.461 -0.275
0.055 0.161 -0.159
-3.492 -1.242 0.847
-0.461 0.622 0.422
-0.998 -0.322 0.927
0.445 0.610 -0.008
-0.481 0.452 -0.379
0.311 0.147 0.301
-0.067 0.831 -0.156
2.410 -0.832 -1.150
0.335 0.032 0.351
0.516 -0.920 -0.720

Record 2
C4H6O2 | ωB97M-V/def2-TZVPD

Output
Net charge   0
Highest occupied orbital energy   -8.71 eV
2S+1   1
HOMO-LUMO gap   9.29 eV
LUMO   0.57 eV
F_max   1.637 eV/Å

Atoms and positions in Å:
H1 -0.7424 -0.7157 -1.5383
H2 2.3094 -0.7736 -0.5861
C1 -1.1084 -0.4801 -0.5391
C2 0.9560 0.3185 0.2643
C3 0.2688 -0.4710 1.4161
H3 -0.7521 -1.2932 0.1669
O1 -0.6706 0.5079 1.4850
H4 -2.1930 -0.4942 -0.4452
O2 1.5929 -0.1912 -0.8628
H5 1.5766 1.0201 0.8382
C4 -0.4715 0.7803 0.0651
H6 -0.7658 1.7921 -0.2640

Cartesian forces, eV/Å:
-0.304 0.163 -0.046
-0.012 0.018 -0.026
-0.200 -0.289 -0.095
-0.011 0.048 0.245
0.849 0.672 1.228
-0.488 0.355 -1.160
0.286 -0.297 0.293
-0.070 0.122 -0.270
0.143 -0.295 0.231
-0.069 0.237 -0.240
-0.119 -0.226 -0.186
-0.004 -0.506 0.027

Record 3
C4H6O2 | ωB97M-V/def2-TZVPD

Output
Structure (SMILES)   O=CC[C@H]1CO1
Net charge   0
Highest occupied orbital energy   -10.10 eV
2S+1   1
HOMO-LUMO gap   11.13 eV
LUMO   1.03 eV
F_max   0.333 eV/Å

Atoms and positions in Å:
H1 2.2689 -0.7549 0.7972
H2 0.8945 -1.1583 -1.1776
O1 2.2116 1.2261 0.5254
O2 -1.7359 -0.8762 -0.3620
C1 -1.7299 0.4543 0.1431
H3 -1.7989 1.2317 -0.6174
H4 -2.3170 0.6235 1.0459
C2 1.8302 0.1151 0.2761
C3 -0.5421 -0.3940 0.2229
H5 -0.3200 -0.8326 1.1994
H6 0.5543 0.5807 -1.3967
C4 0.6842 -0.2154 -0.6563

Cartesian forces, eV/Å:
0.093 -0.092 0.045
-0.029 0.111 0.128
0.003 -0.018 -0.149
-0.039 -0.183 -0.121
-0.062 0.312 0.100
0.108 -0.110 0.137
0.027 -0.071 -0.197
-0.119 0.077 -0.040
0.222 0.049 0.138
-0.104 -0.025 -0.130
-0.044 -0.114 0.183
-0.056 0.065 -0.096

Record 4
C4H6O2 | ωB97M-V/def2-TZVPD

Output
Structure (SMILES)   O=C1CCCO1
Net charge   0
Highest occupied orbital energy   -10.21 eV
2S+1   1
HOMO-LUMO gap   10.99 eV
LUMO   0.77 eV
F_max   1.984 eV/Å

Atoms and positions in Å:
C1 -0.5698 -0.6931 0.3760
C2 -1.0727 0.7063 0.2048
H1 -1.4251 -1.2354 -0.0351
H2 -0.4268 -0.9901 1.4255
C3 1.3300 0.7204 -0.1138
H3 -1.9042 0.8758 0.9479
O1 2.5097 0.9811 -0.1776
C4 0.7477 -0.6566 -0.3873
O2 0.2872 1.5823 0.1578
H4 0.5704 -0.6796 -1.4691
H5 1.4582 -1.4408 -0.1297
H6 -1.5046 0.8298 -0.7993

Cartesian forces, eV/Å:
-0.130 0.091 -0.130
1.232 0.833 -0.232
0.554 -0.878 -0.090
-0.058 0.255 -0.304
-0.233 -0.421 0.013
1.559 1.086 -0.337
-1.611 0.549 0.232
-0.158 -0.497 -0.079
-1.470 -1.180 0.619
0.036 -0.135 0.065
-0.038 0.103 -0.064
0.317 0.193 0.308

Record 5
C4H6O2 | ωB97M-V/def2-TZVPD

Output
Structure (SMILES)   O=C[C@@H]1C[C@@H]1O
Net charge   0
Highest occupied orbital energy   -9.66 eV
2S+1   1
HOMO-LUMO gap   10.37 eV
LUMO   0.71 eV
F_max   0.458 eV/Å

Atoms and positions in Å:
H1 1.6119 -0.6318 -0.0604
H2 -0.3621 1.2980 -1.4881
C1 -0.8155 -0.7645 1.2772
H3 0.9220 -0.8862 -1.7373
H4 -1.3935 -0.8825 -0.8109
H5 -0.3125 -0.0832 1.9895
C2 0.7889 -0.4583 -0.7476
H6 1.2306 2.1003 0.2018
O1 -1.4917 -1.6884 1.6698
O2 0.3951 1.6807 0.4421
C3 -0.6209 -0.4659 -0.1711
C4 0.0349 0.8170 -0.5936

Cartesian forces, eV/Å:
-0.134 0.055 -0.031
0.074 -0.063 0.173
-0.108 -0.260 0.009
-0.060 0.077 0.188
0.093 0.078 0.120
0.026 -0.131 -0.100
0.201 -0.050 -0.020
-0.133 -0.033 0.082
0.201 0.378 -0.164
0.184 0.176 -0.049
-0.209 -0.110 0.038
-0.134 -0.118 -0.248

Record 6
C4H6O2 | ωB97M-V/def2-TZVPD

Output
Structure (SMILES)   CCC(=O)C=O
Net charge   0
Highest occupied orbital energy   -9.68 eV
2S+1   1
HOMO-LUMO gap   9.44 eV
LUMO   -0.24 eV
F_max   0.721 eV/Å

Atoms and positions in Å:
H1 -1.2966 0.0197 0.2239
O1 -1.2346 -2.2552 -0.3720
C1 -0.0142 1.7751 0.3831
C2 0.6351 -0.8099 0.1724
H2 -0.6980 2.4360 -0.1628
H3 1.0072 2.1106 0.1844
C3 -0.0374 -2.1012 -0.3669
H4 -0.2999 0.2190 -1.1542
H5 -0.2189 1.9278 1.4486
H6 0.6521 -2.8472 -0.8033
O2 1.7967 -0.8176 0.5058
C4 -0.2914 0.3429 -0.0590

Cartesian forces, eV/Å:
0.087 0.028 0.037
0.702 -0.036 0.062
0.059 -0.012 -0.008
0.239 0.077 -0.024
0.170 -0.094 0.098
-0.096 -0.189 -0.006
-0.362 -0.201 0.029
-0.279 0.649 -0.143
0.107 -0.189 -0.167
0.061 -0.045 0.192
-0.617 0.000 0.009
-0.071 0.011 -0.079

Record 7
C4H6O2 | ωB97M-V/def2-TZVPD

Output
Structure (SMILES)   O[C@H]1[C@H]2CO[C@@H]12
Net charge   0
Highest occupied orbital energy   -8.78 eV
2S+1   1
HOMO-LUMO gap   9.79 eV
LUMO   1.01 eV
F_max   1.424 eV/Å

Atoms and positions in Å:
C1 -0.2508 0.0975 0.9765
H1 -1.3816 -1.2458 -0.3596
H2 1.8962 0.7364 0.5354
C2 0.9523 0.3349 0.1610
O1 0.7426 -0.9244 -0.6074
C3 -0.4498 -1.1982 0.2262
C4 -0.1016 1.2149 -0.3604
H3 -0.1255 -0.0852 -1.6233
H4 -0.3184 -2.1466 0.7561
H5 -0.1069 2.2988 -0.2227
H6 -0.2472 0.1101 2.0757
O2 -0.6094 0.8076 -1.5576

Cartesian forces, eV/Å:
-0.489 0.565 -0.317
0.407 -0.054 -0.113
0.198 -0.778 -0.546
0.513 -0.453 -0.394
0.924 0.121 0.845
-0.028 -0.053 0.020
-0.491 -0.366 1.182
-0.674 1.042 -0.698
0.078 0.309 0.127
-0.039 -0.559 0.407
-0.429 0.696 -0.656
0.029 -0.470 0.145

Record 8
C4H6O2 | ωB97M-V/def2-TZVPD

Output
Net charge   0
Highest occupied orbital energy   -8.94 eV
2S+1   1
HOMO-LUMO gap   9.58 eV
LUMO   0.64 eV
F_max   0.664 eV/Å

Atoms and positions in Å:
H1 2.4992 -0.9013 0.7460
H2 -2.3141 0.4770 -1.1859
C1 -1.9601 -0.1150 -0.3392
C2 -0.9328 0.6935 0.4041
C3 2.1728 -0.2739 -0.0913
C4 0.7206 0.0742 -0.0231
O1 0.1190 -0.2273 1.0687
H3 -2.8081 -0.2821 0.3337
H4 2.7326 0.6699 -0.0755
O2 -1.0654 1.8019 0.8398
H5 -1.5786 -1.0733 -0.6921
H6 2.4085 -0.7556 -1.0453

Cartesian forces, eV/Å:
-0.120 0.082 -0.044
0.075 -0.080 0.113
-0.019 -0.017 -0.041
-0.476 0.444 0.132
-0.060 0.009 -0.011
0.373 -0.217 0.247
0.143 0.086 -0.291
0.130 0.038 -0.047
-0.109 -0.080 -0.022
0.180 -0.547 -0.202
-0.011 0.171 0.072
-0.106 0.111 0.095

Record 9
C4H6O2 | ωB97M-V/def2-TZVPD

Output
Net charge   0
Highest occupied orbital energy   -8.88 eV
2S+1   1
HOMO-LUMO gap   9.07 eV
LUMO   0.19 eV
F_max   0.539 eV/Å

Atoms and positions in Å:
C1 -1.4778 -0.2324 0.8954
O1 0.5897 1.7391 -0.8514
C2 -1.2822 -1.1380 -0.0579
H1 1.6248 -0.7480 0.7622
H2 0.1102 1.9705 -1.6646
H3 -1.4443 -0.9265 -1.1108
C3 1.9174 0.0993 0.1065
H4 -1.3104 -0.4633 1.9442
H5 -0.9206 -2.1366 0.1712
O2 3.0407 0.5657 0.0986
C4 0.9687 0.4929 -0.9668
H6 -1.8161 0.7775 0.6734

Cartesian forces, eV/Å:
-0.017 -0.084 -0.074
0.038 -0.413 -0.282
0.030 0.092 0.076
0.051 0.189 -0.109
0.029 0.055 0.242
-0.039 0.024 0.170
0.289 0.119 0.062
0.004 0.008 -0.136
-0.082 0.095 0.024
-0.485 -0.234 0.038
0.156 0.331 -0.011
0.025 -0.181 0.001

Total energy for the records above, in order: -8334.2827, -8335.4852, -8338.4019, -8339.5933, -8338.7376, -8339.2278, -8336.5229, -8337.1913, -8335.9160 eV
Energy above the lowest of the compared OMol25 structures with the same formula, charge and spin for the records above, in order: 596.1, 480.1, 198.7, 83.7, 166.3, 119.0, 380.0, 315.5, 438.5 kJ/mol